(1)
Formula: C13H11AsN3OPdS6Te
Source: OMol25
Level of theory: ωB97M-V/def2-TZVPD

* E_LUMO: 1.00 eV
* net charge: -1
* orbital gap: 5.477 eV
* HOMO: -4.473 eV
* molecular weight: 726.60 g/mol
* relative energy (zero: lowest compared OMol25 entry of this formula, charge and spin): 49.6 kcal per mole

Geometry as XYZ:
```
37
Properties=species:S:1:pos:R:3:forces:R:3:mulliken_charge:R:1
Pd -0.511180 -1.365289 -0.473002 -0.8 -0.2 -0.3 0.45
S 4.355538 -1.959060 0.385046 0.4 0.2 -0.3 -0.28
As 2.711184 -2.364344 1.465763 0.3 -0.1 0.0 0.51
S 1.031591 -3.192693 0.368092 -0.2 -0.3 0.2 -0.11
S 1.129669 -2.471365 -1.517623 0.3 -0.3 -0.5 -0.26
S 2.511019 -2.493786 3.467045 -0.1 0.0 0.4 -0.36
Te -2.266144 -2.182793 -2.284191 0.1 0.1 0.4 0.03
C -3.919906 -2.573341 -1.033215 0.1 0.1 -0.1 -0.18
C -3.957476 -2.952777 0.275952 0.0 -0.1 0.0 -0.20
C -5.279497 -3.140794 0.770766 0.0 0.0 0.0 -0.59
C -6.232393 -2.905394 -0.170265 0.0 0.0 -0.1 -0.39
S -5.516671 -2.432995 -1.657156 0.0 0.0 0.0 -0.18
H -3.063054 -3.084358 0.867382 0.0 0.0 0.0 0.47
H -5.505555 -3.428198 1.788321 0.0 0.0 0.0 0.33
H -7.302993 -2.977434 -0.066595 0.0 0.0 0.0 0.36
N -1.830343 -0.588381 0.870651 -0.1 0.2 -0.2 -0.62
C -2.620969 0.273914 0.789413 -0.3 -0.1 0.2 0.79
N -3.566897 1.142823 0.782729 0.4 0.1 0.0 -0.68
C -3.179726 2.407466 0.902480 -0.1 0.0 0.0 0.61
N -2.919287 3.531320 1.018731 0.1 0.0 -0.1 -0.65
C 0.560957 3.452145 -0.318229 -0.1 0.0 0.0 -0.95
S 0.567769 1.681115 -0.003697 0.2 0.1 0.1 0.56
O -0.039318 1.063829 -1.219327 0.0 0.0 0.0 -0.61
C 2.345423 1.485694 -0.173877 0.0 0.1 0.0 0.06
C 3.174271 1.795973 0.897046 0.0 0.0 0.0 -0.36
C 4.547984 1.731007 0.730391 0.0 0.0 0.0 -0.44
C 5.078293 1.342316 -0.492531 0.0 0.0 0.0 -0.46
C 4.239079 1.003217 -1.543877 0.0 0.0 0.0 -0.58
C 2.862186 1.070821 -1.388645 0.0 0.0 0.0 -0.22
H 0.774066 3.576707 -1.380323 0.0 0.0 0.0 0.28
H 1.320811 3.938587 0.291309 -0.1 0.0 0.0 0.38
H -0.436120 3.815680 -0.072225 0.0 0.0 0.0 0.33
H 2.746611 2.086037 1.850672 0.0 0.0 0.0 0.42
H 5.204266 1.961160 1.559558 0.0 0.0 0.0 0.36
H 6.151830 1.275365 -0.615964 0.0 0.0 0.0 0.37
H 4.656968 0.669743 -2.485154 0.0 0.0 0.0 0.36
H 2.178018 0.808070 -2.185437 0.0 0.0 0.0 0.44
```
Positions in Å, forces in eV/Å.

=====

(2)
Formula: C13H11BN5O5Pt
Source: OMol25
Level of theory: ωB97M-V/def2-TZVPD

* E_LUMO: 2.27 eV
* net charge: -1
* orbital gap: 7.364 eV
* HOMO: -5.090 eV
* molecular weight: 523.15 g/mol
* relative energy (zero: lowest compared OMol25 entry of this formula, charge and spin): 0.0 kcal per mole

Geometry as XYZ:
```
36
Properties=species:S:1:pos:R:3:forces:R:3:mulliken_charge:R:1
Pt -0.100062 0.585572 0.304108 -0.1 0.5 0.2 1.19
O 4.646986 0.160270 3.905055 0.0 0.0 0.0 -0.54
C 3.590713 0.251835 3.054273 0.0 0.0 0.0 1.17
C 3.767249 0.371081 1.676986 -0.1 0.0 0.1 -0.40
C 2.640436 0.459755 0.886238 0.2 0.0 0.2 -0.17
N 1.441666 0.422379 1.450120 -0.2 -0.2 -0.2 0.11
C 1.236179 0.327853 2.758666 0.3 0.0 0.2 0.12
C 2.313745 0.235390 3.614218 0.0 0.0 -0.1 -0.64
C -0.232115 0.367795 3.140457 0.0 -0.2 0.3 0.38
O -0.522413 0.297805 4.322903 -0.1 0.1 -0.1 -0.72
O -1.035689 0.464756 2.138147 -0.4 0.1 -0.1 -0.76
C 2.596032 0.642694 -0.621118 0.2 -0.2 0.0 0.34
O 3.655670 0.696453 -1.224080 -0.1 0.1 -0.1 -0.72
O 1.405423 0.707227 -1.109817 -0.1 0.1 -0.3 -0.76
H 5.465099 0.186280 3.396972 0.0 0.0 0.0 0.29
H 4.747793 0.403539 1.219494 0.0 0.0 -0.1 0.45
H 2.169952 0.158697 4.681595 -0.1 0.0 0.0 0.55
B -3.173819 -0.665497 -1.689649 0.2 0.0 -0.2 0.24
N -2.029879 -1.710623 -1.682403 -0.2 0.2 0.0 0.06
C -1.870535 -2.842804 -2.390440 0.0 0.0 0.0 -0.24
C -0.769920 -3.512587 -1.888341 0.0 0.0 0.0 -0.88
C -0.317221 -2.680760 -0.853002 0.0 0.0 -0.1 -0.19
N -1.092073 -1.609304 -0.739696 0.3 -0.5 0.2 -0.35
N -2.566534 0.793151 -1.795383 0.2 -0.2 0.3 0.07
C -3.018212 1.767591 -2.590121 -0.1 -0.1 -0.1 -0.13
C -2.423501 2.966542 -2.242424 0.0 0.0 0.0 -0.94
C -1.586545 2.626602 -1.186148 -0.1 0.0 0.0 0.00
N -1.686685 1.323857 -0.914568 0.4 0.1 -0.1 -0.48
H -3.850285 -0.838038 -2.677036 0.0 0.0 -0.1 -0.19
H -3.804544 -0.733062 -0.668686 -0.1 0.0 0.1 -0.19
H -2.545429 -3.087286 -3.194623 0.0 0.0 0.0 0.40
H -0.354545 -4.446235 -2.227815 0.0 0.0 0.0 0.36
H 0.534850 -2.803527 -0.202045 0.0 0.0 0.0 0.44
H -3.750497 1.538246 -3.345769 0.0 0.0 0.0 0.39
H -2.569029 3.933204 -2.691317 0.0 0.0 0.0 0.37
H -0.912262 3.241148 -0.614751 0.0 0.0 0.0 0.38
```
Positions in Å, forces in eV/Å.

=====

(3)
Formula: C13H11Br3N2O4
Source: OMol25
Level of theory: ωB97M-V/def2-TZVPD

* E_LUMO: -0.84 eV
* net charge: 0
* orbital gap: 9.244 eV
* HOMO: -10.086 eV
* molecular weight: 498.95 g/mol
* relative energy (zero: lowest compared OMol25 entry of this formula, charge and spin): 41.4 kcal per mole

Geometry as XYZ:
```
33
Properties=species:S:1:pos:R:3:forces:R:3:mulliken_charge:R:1
C 1.688728 -3.770512 -4.974302 -1.3 -0.4 0.1 -0.37
Br 0.770134 -4.006338 -3.191850 0.9 0.3 -1.3 0.03
Br 1.921493 -1.884588 -5.413971 0.0 -1.0 0.2 0.01
Br 0.580578 -4.736390 -6.305825 0.5 0.6 0.4 -0.04
H 2.627177 -4.324912 -4.981845 -0.1 0.5 0.3 0.38
C -1.234593 2.546850 -0.488933 1.0 -1.2 2.2 -0.39
C -1.428862 3.711569 -1.163990 0.1 1.9 0.2 -0.42
C -1.162764 4.983043 -0.548595 -0.5 -2.2 1.0 -0.29
C -0.852257 5.002650 0.837769 -0.8 -2.3 -1.9 0.15
C -0.871185 3.734703 1.620921 0.9 2.0 -2.0 -0.64
C -0.947123 2.514612 0.909974 0.1 2.5 -0.2 -0.01
N -0.469836 6.336948 1.297004 0.6 1.3 1.3 0.93
O -0.415054 6.589584 2.476144 -0.4 -1.3 1.6 -0.58
O -0.169890 7.219481 0.519527 -0.2 -0.6 -1.7 -0.58
H -1.130733 1.566624 -0.930269 -0.6 0.1 -0.7 0.39
H -1.760756 3.696757 -2.191630 0.2 0.0 -0.1 0.37
H -1.259120 5.870230 -1.156889 0.2 0.1 0.3 0.41
H -0.624145 3.820920 2.668747 0.0 -0.2 0.1 0.42
H -0.636707 1.610482 1.412563 -0.5 -0.2 0.0 0.25
C 1.588540 -3.490307 0.046704 0.1 0.8 0.7 -0.57
C 1.535243 -2.142894 0.373771 -1.5 0.4 0.1 -0.52
C 0.589988 -1.679108 1.286191 0.2 -1.0 0.9 -0.21
C -0.113889 -2.631498 2.014698 -1.1 -1.7 0.1 0.24
C -0.029433 -4.074644 1.827789 1.2 2.7 -1.7 -0.47
C 0.842399 -4.454140 0.774252 0.5 0.7 0.9 -0.53
N -1.163304 -2.146452 2.978682 -0.7 -2.3 1.3 0.94
O -1.683225 -3.014217 3.741671 1.3 2.0 -1.8 -0.58
O -1.470762 -0.981813 2.965280 0.1 0.1 0.0 -0.57
H 2.273033 -3.603136 -0.781027 0.0 -1.3 0.1 0.63
H 2.065708 -1.367268 -0.158587 0.4 -0.3 -0.2 0.36
H 0.474625 -0.625044 1.491239 -0.1 -0.1 0.1 0.41
H -0.647498 -4.776210 2.368347 0.2 0.2 0.2 0.46
H 1.113489 -5.494980 0.676439 -0.4 -0.2 -0.4 0.39
```
Positions in Å, forces in eV/Å.

=====

- Look up the molecular weight of the third one.
  498.95 g/mol

=====

- Which of these has the lowest orbital gap?
  C13H11AsN3OPdS6Te

=====

- Number 2 is which compound?
  C13H11BN5O5Pt

=====

Repeat the first record exactly.
Formula: C13H11AsN3OPdS6Te
Source: OMol25
Level of theory: ωB97M-V/def2-TZVPD

* E_LUMO: 1.00 eV
* net charge: -1
* orbital gap: 5.477 eV
* HOMO: -4.473 eV
* molecular weight: 726.60 g/mol
* relative energy (zero: lowest compared OMol25 entry of this formula, charge and spin): 49.6 kcal per mole

Geometry as XYZ:
```
37
Properties=species:S:1:pos:R:3:forces:R:3:mulliken_charge:R:1
Pd -0.511180 -1.365289 -0.473002 -0.8 -0.2 -0.3 0.45
S 4.355538 -1.959060 0.385046 0.4 0.2 -0.3 -0.28
As 2.711184 -2.364344 1.465763 0.3 -0.1 0.0 0.51
S 1.031591 -3.192693 0.368092 -0.2 -0.3 0.2 -0.11
S 1.129669 -2.471365 -1.517623 0.3 -0.3 -0.5 -0.26
S 2.511019 -2.493786 3.467045 -0.1 0.0 0.4 -0.36
Te -2.266144 -2.182793 -2.284191 0.1 0.1 0.4 0.03
C -3.919906 -2.573341 -1.033215 0.1 0.1 -0.1 -0.18
C -3.957476 -2.952777 0.275952 0.0 -0.1 0.0 -0.20
C -5.279497 -3.140794 0.770766 0.0 0.0 0.0 -0.59
C -6.232393 -2.905394 -0.170265 0.0 0.0 -0.1 -0.39
S -5.516671 -2.432995 -1.657156 0.0 0.0 0.0 -0.18
H -3.063054 -3.084358 0.867382 0.0 0.0 0.0 0.47
H -5.505555 -3.428198 1.788321 0.0 0.0 0.0 0.33
H -7.302993 -2.977434 -0.066595 0.0 0.0 0.0 0.36
N -1.830343 -0.588381 0.870651 -0.1 0.2 -0.2 -0.62
C -2.620969 0.273914 0.789413 -0.3 -0.1 0.2 0.79
N -3.566897 1.142823 0.782729 0.4 0.1 0.0 -0.68
C -3.179726 2.407466 0.902480 -0.1 0.0 0.0 0.61
N -2.919287 3.531320 1.018731 0.1 0.0 -0.1 -0.65
C 0.560957 3.452145 -0.318229 -0.1 0.0 0.0 -0.95
S 0.567769 1.681115 -0.003697 0.2 0.1 0.1 0.56
O -0.039318 1.063829 -1.219327 0.0 0.0 0.0 -0.61
C 2.345423 1.485694 -0.173877 0.0 0.1 0.0 0.06
C 3.174271 1.795973 0.897046 0.0 0.0 0.0 -0.36
C 4.547984 1.731007 0.730391 0.0 0.0 0.0 -0.44
C 5.078293 1.342316 -0.492531 0.0 0.0 0.0 -0.46
C 4.239079 1.003217 -1.543877 0.0 0.0 0.0 -0.58
C 2.862186 1.070821 -1.388645 0.0 0.0 0.0 -0.22
H 0.774066 3.576707 -1.380323 0.0 0.0 0.0 0.28
H 1.320811 3.938587 0.291309 -0.1 0.0 0.0 0.38
H -0.436120 3.815680 -0.072225 0.0 0.0 0.0 0.33
H 2.746611 2.086037 1.850672 0.0 0.0 0.0 0.42
H 5.204266 1.961160 1.559558 0.0 0.0 0.0 0.36
H 6.151830 1.275365 -0.615964 0.0 0.0 0.0 0.37
H 4.656968 0.669743 -2.485154 0.0 0.0 0.0 0.36
H 2.178018 0.808070 -2.185437 0.0 0.0 0.0 0.44
```
Positions in Å, forces in eV/Å.